No. 1
{"formula": "C20H48BrN6", "method": "ωB97M-V with the def2-TZVPD basis set", "orbital_gap_ha": 0.17414, "spin_multiplicity": 1, "total_charge": -1, "species": ["N", "C", "N", "N", "C", "C", "C", "C", "N", "C", "C", "C", "Br", "H", "H", "H", "H", "H", "H", "H", "H", "H", "H", "H", "H", "H", "H", "H", "H", "H", "H", "C", "C", "N", "C", "C", "C", "C", "H", "H", "H", "H", "H", "H", "H", "H", "H", "H", "H", "H", "H", "H", "H", "C", "C", "N", "C", "C", "C", "C", "H", "H", "H", "H", "H", "H", "H", "H", "H", "H", "H", "H", "H", "H", "H"], "coordinates": [[5.75, 2.88, -2.05], [4.73, 2.79, -2.80], [4.79, 2.11, -4.06], [3.50, 3.37, -2.40], [2.32, 2.50, -2.69], [1.15, 2.78, -1.73], [-0.10, 3.36, -2.39], [-0.55, 2.64, -3.71], [-0.18, 1.28, -3.88], [-0.90, 0.45, -2.98], [-0.31, -0.98, -3.00], [0.38, -1.37, -1.71], [2.05, -2.37, -1.98], [6.54, 2.45, -2.53], [4.64, 1.12, -3.93], [4.02, 2.42, -4.65], [3.38, 4.23, -2.93], [2.64, 1.46, -2.59], [1.97, 2.59, -3.72], [0.89, 1.86, -1.20], [1.51, 3.47, -0.96], [0.08, 4.42, -2.62], [-0.92, 3.35, -1.66], [-1.66, 2.80, -3.77], [-0.15, 3.22, -4.56], [-0.90, 0.84, -1.93], [-2.00, 0.38, -3.21], [0.42, -0.96, -3.82], [-1.06, -1.73, -3.26], [0.69, -0.50, -1.13], [-0.23, -2.01, -1.06], [0.18, -3.07, 4.67], [0.75, -4.04, 3.64], [0.78, -3.48, 2.30], [1.04, -4.46, 1.26], [2.39, -5.19, 1.26], [1.48, -2.21, 2.15], [2.96, -2.15, 2.57], [-0.80, -2.72, 4.36], [0.09, -3.58, 5.63], [0.82, -2.20, 4.81], [0.11, -4.92, 3.59], [1.73, -4.39, 3.99], [0.93, -3.94, 0.31], [0.24, -5.21, 1.31], [3.20, -4.54, 0.94], [2.35, -6.03, 0.57], [2.64, -5.58, 2.25], [0.93, -1.45, 2.72], [1.40, -1.92, 1.10], [3.12, -2.65, 3.53], [3.27, -1.11, 2.68], [3.61, -2.61, 1.84], [-5.13, 0.35, -0.32], [-3.93, 0.18, 0.60], [-3.04, 1.33, 0.58], [-1.75, 1.08, 1.18], [-1.68, 0.82, 2.70], [-3.65, 2.61, 0.87], [-4.36, 2.78, 2.22], [-4.79, 0.58, -1.34], [-5.70, -0.58, -0.35], [-5.80, 1.14, 0.01], [-3.34, -0.67, 0.26], [-4.29, -0.08, 1.61], [-1.10, 1.92, 0.94], [-1.32, 0.22, 0.66], [-1.82, 1.73, 3.28], [-0.70, 0.41, 2.95], [-2.43, 0.09, 3.01], [-4.36, 2.84, 0.07], [-2.86, 3.36, 0.77], [-4.99, 1.92, 2.45], [-5.00, 3.67, 2.19], [-3.66, 2.91, 3.04]], "mulliken_charge": [-0.701, 0.494, -0.685, -0.347, -0.770, 0.176, -0.491, -1.035, -0.878, 1.095, -1.252, -0.221, -0.257, 0.291, 0.276, 0.323, 0.305, 0.337, 0.415, -0.531, 0.550, 0.409, -0.046, 0.457, 0.387, -0.719, 0.122, 0.544, 0.259, -0.009, 0.504, -1.339, -0.397, 0.220, -0.123, -1.111, 0.646, -1.236, 0.293, 0.442, 0.280, 0.445, 0.270, -0.219, 0.464, 0.203, 0.431, 0.297, -0.148, -0.328, 0.263, 0.426, 0.281, -1.453, -0.323, 0.414, -0.239, -1.351, -0.762, -1.135, 0.290, 0.455, 0.298, 0.402, 0.243, 0.350, 0.025, 0.298, 0.423, 0.230, 0.523, 0.306, 0.247, 0.412, 0.285]}

No. 2
{"formula": "C3H3OPS", "method": "ωB97M-V with the def2-TZVPD basis set", "orbital_gap_ha": [0.20788, 0.25318], "spin_multiplicity": 3, "total_charge": 0, "s2": 2.02, "species": ["C", "C", "C", "O", "P", "S", "H", "H", "H"], "coordinates": [[0.09, 0.44, 0.25], [-0.02, -0.85, -0.02], [-2.17, -2.33, 0.40], [-3.21, -1.96, -0.03], [-0.68, -1.92, 1.32], [-1.13, -3.71, 0.21], [0.55, 1.14, -0.44], [-0.28, 0.85, 1.17], [0.37, -1.32, -0.91]], "lowdin_spin": [0.105, 0.040, 0.514, 0.687, 0.265, 0.373, 0.007, 0.007, 0.000]}

No. 3
{"formula": "C6H10O", "method": "ωB97M-V with the def2-TZVPD basis set", "orbital_gap_ha": 0.28003, "spin_multiplicity": 1, "total_charge": 0, "species": ["O", "C", "C", "C", "C", "C", "C", "H", "H", "H", "H", "H", "H", "H", "H", "H", "H"], "coordinates": [[2.32, -0.70, -0.12], [1.21, -0.17, 0.37], [0.00, -1.08, 0.43], [-1.34, -0.48, -0.03], [-1.26, 0.16, -1.41], [0.15, 1.76, 1.35], [1.30, 1.15, 0.81], [2.16, -1.62, -0.40], [-0.41, 0.84, -1.48], [-0.08, -1.42, 1.47], [0.23, -1.97, -0.17], [-1.62, 0.27, 0.71], [-2.08, -1.29, -0.02], [-1.16, -0.59, -2.21], [-2.16, 0.75, -1.61], [0.45, 2.80, 1.61], [2.30, 1.58, 0.70]], "mulliken_charge": [-0.461, 0.621, -0.767, -0.563, -1.164, -0.833, -0.223, 0.364, 0.307, 0.266, 0.466, 0.422, 0.386, 0.322, 0.319, 0.209, 0.328]}

No. 4
{"formula": "C5H14N2O", "method": "ωB97M-V with the def2-TZVPD basis set", "orbital_gap_ha": 0.32549, "spin_multiplicity": 1, "total_charge": 0, "smiles": "C=C(N)O.CCCN", "species": ["C", "C", "N", "O", "H", "H", "H", "H", "H", "C", "C", "C", "N", "H", "H", "H", "H", "H", "H", "H", "H", "H"], "coordinates": [[-2.07, 0.08, 0.14], [-1.53, -1.15, -0.01], [-1.22, -2.00, 1.05], [-1.43, -1.78, -1.22], [-2.34, 0.43, 1.12], [-2.54, 0.58, -0.69], [-1.87, -1.97, 1.83], [-0.98, -2.93, 0.76], [-1.59, -1.15, -1.93], [1.68, 0.01, -1.58], [1.42, 0.20, -0.09], [0.76, 1.52, 0.24], [0.65, 1.83, 1.65], [2.37, 0.77, -1.95], [2.11, -0.97, -1.77], [0.75, 0.07, -2.14], [0.66, -0.58, 0.21], [2.34, 0.06, 0.48], [-0.34, 1.38, -0.11], [1.25, 2.36, -0.28], [0.42, 1.02, 2.22], [1.50, 2.21, 2.06]], "mulliken_charge": [-1.222, 0.723, -0.488, -0.513, 0.277, 0.344, 0.224, 0.232, 0.332, -1.285, 0.148, -0.289, -0.627, 0.414, 0.340, 0.224, -0.100, 0.358, 0.055, 0.404, 0.224, 0.224]}

No. 5
{"formula": "C24H26KN5O3S", "method": "ωB97M-V with the def2-TZVPD basis set", "orbital_gap_ha": 0.27663, "spin_multiplicity": 1, "total_charge": 0, "species": ["K", "C", "C", "N", "N", "C", "O", "C", "C", "C", "C", "C", "C", "C", "C", "C", "C", "C", "N", "H", "H", "H", "H", "H", "H", "H", "H", "H", "H", "H", "H", "O", "S", "C", "C", "C", "C", "H", "H", "H", "H", "H", "H", "H", "H", "N", "C", "O", "C", "C", "C", "N", "C", "C", "H", "H", "H", "H", "H", "H"], "coordinates": [[-1.02, -1.11, 1.92], [0.06, 3.40, -0.19], [0.02, 2.15, 0.64], [-0.58, 1.07, 0.27], [-1.14, 1.09, -0.97], [-1.73, -0.06, -1.28], [-1.84, -1.09, -0.57], [-2.33, -0.08, -2.66], [-3.06, -1.19, -3.06], [-3.60, -1.25, -4.34], [-3.41, -0.21, -5.23], [-2.69, 0.91, -4.83], [-2.15, 0.97, -3.56], [0.77, 2.10, 1.92], [1.77, 3.05, 2.18], [2.54, 2.93, 3.33], [2.29, 1.89, 4.20], [1.27, 1.01, 3.88], [0.53, 1.09, 2.78], [-0.81, 3.42, -0.84], [0.95, 3.42, -0.83], [0.08, 4.29, 0.43], [-3.20, -1.99, -2.35], [-4.18, -2.12, -4.64], [-3.83, -0.26, -6.22], [-2.54, 1.73, -5.53], [-1.58, 1.84, -3.24], [1.95, 3.85, 1.48], [3.33, 3.65, 3.53], [2.86, 1.76, 5.11], [1.05, 0.18, 4.54], [-0.90, -3.74, 2.04], [-0.10, -4.64, 1.13], [-1.25, -5.96, 0.66], [-2.17, -5.35, -0.39], [-1.21, -4.68, -1.38], [-0.19, -3.91, -0.54], [-1.74, -6.29, 1.57], [-0.65, -6.78, 0.25], [-2.82, -4.61, 0.07], [-2.80, -6.11, -0.87], [-1.73, -4.00, -2.06], [-0.72, -5.44, -1.99], [-0.52, -2.89, -0.37], [0.81, -3.91, -0.97], [3.98, 2.58, -0.58], [4.31, 1.68, 0.38], [5.28, 1.82, 1.09], [3.41, 0.47, 0.51], [2.38, 0.17, -0.36], [1.59, -0.94, -0.10], [1.76, -1.73, 0.96], [2.78, -1.45, 1.78], [3.62, -0.37, 1.60], [4.54, 3.42, -0.64], [3.10, 2.55, -1.05], [2.16, 0.75, -1.24], [0.75, -1.17, -0.75], [2.91, -2.11, 2.62], [4.43, -0.16, 2.29]], "mulliken_charge": [1.084, -1.609, 0.101, 0.550, -0.767, -0.021, -0.767, 0.295, -0.214, -0.825, -0.291, -0.740, -0.126, 1.052, -0.733, -0.428, -0.634, -0.231, -0.126, 0.418, 0.133, 0.486, 0.454, 0.391, 0.378, 0.384, 0.399, 0.261, 0.428, 0.408, 0.382, -0.689, 0.253, -0.739, -0.611, -0.697, 0.783, 0.449, 0.376, 0.256, 0.411, 0.180, 0.309, -0.966, 0.618, -0.298, -0.042, -0.644, 0.805, -0.644, -0.242, 0.016, -0.746, -0.544, 0.264, 0.137, 0.547, 0.440, 0.395, 0.531]}

No. 6
{"formula": "C3H5NO", "method": "ωB97M-V with the def2-TZVPD basis set", "orbital_gap_ha": 0.40866, "spin_multiplicity": 1, "total_charge": 0, "smiles": "O=CN1CC1", "species": ["O", "C", "N", "C", "C", "H", "H", "H", "H", "H"], "coordinates": [[-1.43, -1.99, -0.04], [-0.52, -1.32, -0.43], [0.26, -0.57, 0.48], [1.06, 0.60, 0.14], [-0.38, 0.74, 0.42], [-0.34, -1.15, -1.51], [1.74, 0.89, 0.93], [1.42, 0.80, -0.86], [-0.98, 0.93, -0.48], [-0.83, 1.05, 1.35]], "mulliken_charge": [-0.477, 0.092, -0.280, -0.182, -0.530, 0.390, 0.229, 0.239, 0.267, 0.252]}

No. 7
{"formula": "C4H5NO", "method": "ωB97M-V with the def2-TZVPD basis set", "orbital_gap_ha": 0.30237, "spin_multiplicity": 1, "total_charge": 0, "smiles": "Oc1cc[nH]c1", "species": ["O", "C", "C", "C", "N", "C", "H", "H", "H", "H", "H"], "coordinates": [[-0.33, -1.01, -1.56], [-0.90, 0.00, -0.62], [-0.97, -0.49, 0.75], [0.16, -0.09, 1.38], [0.92, 0.70, 0.50], [0.25, 0.79, -0.65], [-0.45, -0.70, -2.46], [-1.77, -1.05, 1.23], [0.51, -0.25, 2.39], [1.91, 0.84, 0.57], [0.66, 1.26, -1.53]], "mulliken_charge": [-0.513, 0.343, -0.510, -0.499, -0.042, -0.380, 0.305, 0.359, 0.388, 0.256, 0.293]}

Energy above the lowest of the compared OMol25 structures with the same formula, charge and spin, respectively: 0.0 41.3 76.6 51.7 0.3 43.9 81.0 kcal/mol.